1.
# C13H12ClNOS2

An isolated molecule of C13H12ClNOS2 (ωB97M-V/def2-TZVPD, OMol25).

XYZ file:
```
30
C13H12ClNOS2 | OMol25 | ωB97M-V/def2-TZVPD
O -5.183 -0.577 2.504
Cl -3.759 -1.254 0.034
S -3.286 0.334 4.127
S -1.592 0.885 3.063
C -4.013 -0.241 2.595
C -3.106 -0.508 1.464
C -1.830 -0.067 1.614
C 3.560 -0.372 -1.924
C 3.616 0.725 -1.096
C 2.323 -1.037 -2.006
C 2.511 1.195 -0.387
C 1.205 -0.629 -1.274
C 1.304 0.475 -0.423
N -0.766 -0.247 0.739
C -0.641 2.049 -0.155
C -0.091 -1.413 -1.273
C -0.537 -1.600 0.159
C 0.145 0.901 0.489
H 4.465 -0.700 -2.441
H 4.573 1.254 -1.009
H 2.272 -1.864 -2.707
H 2.641 2.077 0.227
H 0.059 2.855 -0.359
H -1.458 2.387 0.489
H -1.087 1.728 -1.093
H -0.850 -0.880 -1.887
H 0.076 -2.352 -1.733
H 0.237 -2.106 0.712
H -1.427 -2.228 0.164
H 0.640 1.211 1.389
```

Calculated values
HOMO level	-0.3126	Ha
2S+1	1
molecular weight	297.83	g mol⁻¹
total charge	0

=====

2.
# C13H12N3O9S2Y

A structure of composition C13H12N3O9S2Y (ωB97M-V/def2-TZVPD, OMol25).

XYZ file:
```
40
C13H12N3O9S2Y | OMol25 | ωB97M-V/def2-TZVPD
Y 0.148 -0.189 -0.096
C 4.919 0.085 1.463
C 3.638 0.044 0.645
S 2.162 0.110 1.612
C 3.658 -0.033 -0.696
C 4.951 -0.054 -1.478
S 2.229 -0.107 -1.727
H 4.665 0.091 2.521
H 5.512 0.981 1.252
H 5.546 -0.792 1.270
H 5.837 -0.041 -0.839
H 4.987 0.814 -2.142
H 4.989 -0.944 -2.112
N -0.844 1.522 1.590
C -1.115 0.723 2.795
C -1.709 -0.657 2.400
O -2.623 -1.104 3.087
O -1.160 -1.201 1.383
H -0.336 2.363 1.825
H -1.713 1.803 1.150
H -1.800 1.201 3.500
H -0.164 0.527 3.294
O -1.824 2.234 -3.049
C -1.515 1.217 -2.438
O -1.019 1.204 -1.254
C -1.801 -0.127 -3.112
C -2.500 -0.065 -4.282
C -2.886 -1.223 -4.973
C -2.568 -2.467 -4.463
C -1.848 -2.577 -3.293
C -1.390 -1.404 -2.562
O -0.679 -1.510 -1.527
N -1.576 -3.928 -2.847
O -2.079 -4.847 -3.504
O -0.887 -4.135 -1.873
N -3.615 -1.128 -6.196
O -3.890 -0.018 -6.634
O -3.952 -2.160 -6.772
H -2.764 0.907 -4.671
H -2.883 -3.356 -4.984
```

Calculated values
HOMO level	-0.0475	Ha
2S+1	1
molecular weight	507.29	g mol⁻¹
total charge	-2
ΔE to the lowest compared entry with this formula, charge and spin	0.3	kcal per mole

=====

3.
# C13H13AsF3N4NaO6S3

A structure of composition C13H13AsF3N4NaO6S3 (ωB97M-V/def2-TZVPD, OMol25).

XYZ file:
```
44
C13H13AsF3N4NaO6S3 | OMol25 | ωB97M-V/def2-TZVPD
Na 0.076 0.568 -0.556
F -1.855 7.178 -1.024
C -2.016 5.941 -0.403
F -2.251 6.213 0.959
F -3.121 5.342 -0.999
C -0.723 5.134 -0.520
C 0.482 5.823 -0.605
C 1.705 5.137 -0.629
C 1.698 3.762 -0.580
N 0.565 3.042 -0.586
C -0.680 3.660 -0.504
S -2.010 2.668 -0.242
H 0.434 6.924 -0.635
H 2.721 5.657 -0.739
H 2.642 3.204 -0.618
O -3.501 -3.086 1.097
As -1.989 -2.157 0.829
O -1.025 -2.039 2.278
O -2.126 -0.875 -0.211
C -1.588 -3.777 -0.311
C -2.387 -4.894 -0.030
C -2.353 -5.962 -0.890
C -1.511 -6.002 -1.987
C -0.686 -4.946 -2.205
C -0.631 -3.824 -1.330
S 0.756 -2.758 -1.572
O 0.024 -1.558 -2.027
O 1.689 -3.410 -2.488
O 1.283 -2.547 -0.228
H -4.154 -2.585 1.611
H -2.932 -5.018 0.893
H -2.967 -6.843 -0.711
H -1.420 -6.825 -2.712
H -0.045 -4.899 -3.088
N 1.540 -0.788 1.698
N 2.336 0.027 2.374
C 3.280 0.782 1.752
N 3.922 1.566 2.667
S 3.628 0.671 0.088
H 0.800 -1.345 2.203
H 1.923 -1.131 0.798
H 2.403 -0.100 3.406
H 3.514 1.832 3.535
H 4.547 2.236 2.241
```

Calculated values
HOMO level	-0.0733	Ha
2S+1	1
molecular weight	572.38	g mol⁻¹
total charge	-2

=====

4.
# C13H13B2I2MnN7OS4

A structure of composition C13H13B2I2MnN7OS4 (ωB97M-V/def2-TZVPD, OMol25).

XYZ file:
```
43
C13H13B2I2MnN7OS4 | OMol25 | ωB97M-V/def2-TZVPD
Mn -0.324 -0.154 0.280
C 0.009 3.435 2.749
C -0.394 2.115 2.522
N -0.099 1.750 1.284
N 0.489 2.803 0.686
C 0.560 3.829 1.547
B 0.935 2.753 -0.794
N -0.286 2.442 -1.673
C -0.895 3.195 -2.603
C -2.008 2.510 -3.049
C -2.001 1.322 -2.302
N -0.961 1.295 -1.485
N 1.968 1.626 -0.972
C 3.220 1.693 -1.448
C 3.745 0.417 -1.475
C 2.712 -0.388 -0.983
N 1.652 0.348 -0.688
H -0.082 4.006 3.656
H -0.865 1.412 3.190
H 1.002 4.764 1.246
H 1.422 3.811 -1.105
H -0.496 4.158 -2.877
H -2.725 2.822 -3.788
H -2.704 0.505 -2.302
H 3.646 2.642 -1.729
H 4.731 0.114 -1.780
H 2.691 -1.451 -0.806
O -2.309 -7.003 -0.785
C -1.977 -5.860 -0.585
S -1.414 -4.772 -1.861
C -1.065 -3.372 -0.861
C -1.324 -3.526 0.510
S -1.093 -2.367 1.681
S -1.960 -5.094 1.001
S -0.492 -1.987 -1.607
I 2.002 -1.075 2.610
I 4.603 -0.022 4.119
B -5.288 0.274 0.608
C -3.707 0.135 0.597
N -2.556 0.066 0.567
H -5.610 0.856 -0.415
H -5.608 0.923 1.588
H -5.781 -0.838 0.645
```

Calculated values
HOMO level (spin up / spin down)	-0.0694 / -0.1072	Ha
2S+1	6
molecular weight	741.93	g mol⁻¹
total charge	-2
ΔE to the lowest compared entry with this formula, charge and spin	39.0	kcal per mole
<S²>	8.790

=====

5.
# C13H13BF4N3O8Pd

A structure of composition C13H13BF4N3O8Pd (ωB97M-V/def2-TZVPD, OMol25).

XYZ file:
```
43
C13H13BF4N3O8Pd | OMol25 | ωB97M-V/def2-TZVPD
Pd -0.954 -0.520 0.405
O -4.138 2.140 -2.221
C -3.395 1.399 -1.448
O -2.497 0.692 -1.844
C -3.753 1.498 0.007
C -4.085 2.651 0.650
C -4.121 2.649 2.055
C -3.725 1.560 2.849
C -3.377 0.424 2.200
C -3.516 0.262 0.756
O -3.433 -0.847 0.211
N -2.750 -0.681 2.929
O -3.167 -0.978 4.005
O -1.782 -1.232 2.382
N -4.507 3.902 2.746
O -4.816 4.830 2.038
O -4.481 3.877 3.954
H -4.280 3.578 0.127
H -3.664 1.664 3.924
O -0.463 -2.326 -0.442
C -0.924 -2.885 -1.480
C -0.220 -4.106 -1.996
C 0.349 -3.951 -3.435
C -0.047 -2.668 -4.167
C -1.528 -2.594 -4.542
C -2.440 -3.011 -3.390
N -1.992 -2.446 -2.114
H -0.936 -4.930 -1.949
H 0.570 -4.331 -1.286
H 0.048 -4.816 -4.028
H 1.435 -3.987 -3.369
H 0.551 -2.583 -5.075
H 0.225 -1.800 -3.558
H -1.737 -3.254 -5.386
H -1.772 -1.580 -4.864
H -2.466 -4.095 -3.287
H -3.466 -2.685 -3.549
H -2.450 -1.612 -1.770
F 0.473 1.530 -0.524
B 0.515 1.558 0.857
F 0.924 0.227 1.278
F 1.159 2.550 1.459
F -0.942 1.514 1.264
```

Calculated values
HOMO level (spin up / spin down)	-0.5115 / -0.5105	Ha
2S+1	5
molecular weight	532.48	g mol⁻¹
total charge	+1
ΔE to the lowest compared entry with this formula, charge and spin	6.7	kcal per mole
<S²>	6.050

=====

6.
# C13H13F2N2O2W

A structure of composition C13H13F2N2O2W (ωB97M-V/def2-TZVPD, OMol25).

XYZ file:
```
33
C13H13F2N2O2W | OMol25 | ωB97M-V/def2-TZVPD
W -1.273 0.884 0.874
C -1.144 4.844 -0.669
C -0.606 3.519 -0.332
O -1.480 2.655 0.208
C 0.735 3.165 -0.516
C 1.247 1.873 -0.407
C 2.659 1.488 -0.578
N 0.290 0.915 -0.237
N 0.328 -0.277 0.516
C -0.583 -1.257 -0.051
O -1.813 -0.686 -0.080
C -0.323 -2.578 -0.261
C -1.394 -3.450 -0.670
C -1.122 -4.764 -0.911
C 0.192 -5.240 -0.750
C 1.252 -4.405 -0.350
C 1.012 -3.085 -0.109
H -2.226 4.877 -0.566
H -0.842 5.136 -1.678
H -0.697 5.587 0.006
H 1.408 3.955 -0.827
H 3.297 2.359 -0.694
H 2.767 0.845 -1.459
H 2.987 0.903 0.288
H -2.394 -3.056 -0.792
H -1.906 -5.440 -1.224
H 0.394 -6.288 -0.941
H 2.246 -4.816 -0.234
H 1.807 -2.424 0.210
F -1.423 -0.055 3.087
C -1.434 1.295 2.891
F -0.095 1.621 2.571
H -1.866 1.901 3.686
```

Calculated values
HOMO level	-0.7264	Ha
2S+1	1
molecular weight	451.09	g mol⁻¹
total charge	+3
ΔE to the lowest compared entry with this formula, charge and spin	1.2	kcal per mole